{"formula": "C16H37Cl2N5O19", "method": "the ωB97M-V functional and the def2-TZVPD basis", "e_lumo_ev": 0.0, "e_above_lowest_kj_mol": 37.65, "total_energy_ev": -88575.6613, "smiles": "C[N+](=O)[O-].C[N+](=O)[O-].C[N+](=O)[O-].C[N+](=O)[O-].C[N+](=O)[O-].COC(=O)OC.COC(=O)OC.COC(=O)OC.ClCCCl", "symbols": ["Cl", "C", "C", "Cl", "H", "H", "H", "H", "C", "N", "O", "O", "H", "H", "H", "C", "N", "O", "O", "H", "H", "H", "C", "N", "O", "O", "H", "H", "H", "C", "N", "O", "O", "H", "H", "H", "C", "N", "O", "O", "H", "H", "H", "C", "O", "C", "O", "O", "C", "H", "H", "H", "H", "H", "H", "C", "O", "C", "O", "O", "C", "H", "H", "H", "H", "H", "H", "C", "O", "C", "O", "O", "C", "H", "H", "H", "H", "H", "H"], "positions_angstrom": [[1.100, 0.246, 2.625], [-0.080, -0.283, 1.425], [0.364, -1.576, 0.783], [0.319, -2.976, 1.919], [-0.131, 0.465, 0.637], [-1.034, -0.433, 1.915], [1.395, -1.486, 0.439], [-0.242, -1.855, -0.066], [3.619, -3.435, 1.680], [3.199, -4.674, 0.992], [3.124, -5.689, 1.626], [3.010, -4.605, -0.153], [4.679, -3.246, 1.581], [3.441, -3.564, 2.744], [3.003, -2.637, 1.311], [-5.427, -4.311, -1.314], [-4.602, -3.110, -1.586], [-5.019, -2.305, -2.345], [-3.534, -2.995, -1.007], [-4.916, -5.198, -1.648], [-6.375, -4.134, -1.806], [-5.647, -4.317, -0.250], [-4.032, 1.105, -1.368], [-2.777, 1.724, -0.835], [-1.718, 1.159, -1.102], [-2.882, 2.732, -0.148], [-4.113, 1.386, -2.415], [-4.880, 1.513, -0.843], [-3.957, 0.035, -1.230], [5.118, 0.430, -1.186], [4.844, -0.856, -0.519], [3.896, -1.479, -0.890], [5.587, -1.180, 0.390], [4.565, 1.176, -0.629], [4.792, 0.344, -2.212], [6.181, 0.595, -1.076], [0.308, 3.443, 0.917], [-0.666, 4.537, 0.663], [-0.658, 5.073, -0.450], [-1.369, 4.851, 1.584], [0.888, 3.802, 1.759], [0.888, 3.353, 0.013], [-0.212, 2.541, 1.182], [-7.711, -0.097, -0.468], [-7.003, -1.224, -0.054], [-6.112, -1.006, 0.824], [-5.644, 0.042, 1.155], [-5.777, -2.203, 1.324], [-4.820, -2.304, 2.310], [-8.389, -0.443, -1.228], [-7.009, 0.636, -0.854], [-8.251, 0.319, 0.378], [-4.572, -3.355, 2.399], [-5.259, -1.997, 3.263], [-3.935, -1.719, 2.108], [4.688, 4.218, 0.328], [5.331, 3.230, 1.076], [4.586, 2.217, 1.365], [3.428, 2.077, 1.083], [5.361, 1.339, 1.953], [4.731, 0.444, 2.838], [5.436, 4.960, 0.073], [3.925, 4.747, 0.920], [4.192, 3.823, -0.557], [3.931, -0.156, 2.423], [4.363, 1.013, 3.706], [5.516, -0.179, 3.257], [0.420, -1.073, -2.845], [0.914, -0.004, -1.998], [1.732, 0.931, -2.542], [2.117, 0.976, -3.659], [2.060, 1.821, -1.610], [2.614, 2.963, -2.131], [-0.523, -1.387, -2.408], [1.146, -1.889, -2.817], [0.217, -0.756, -3.861], [2.042, 3.339, -2.991], [3.629, 2.808, -2.502], [2.577, 3.724, -1.363]], "lowdin_charge": [0.624, -0.643, -0.622, 0.579, 0.037, 0.068, 0.046, 0.059, -0.003, -0.498, 0.064, 0.094, 0.090, 0.094, 0.031, 0.058, -0.458, 0.082, 0.052, 0.101, 0.098, 0.093, 0.055, -0.389, 0.046, 0.082, 0.109, 0.074, 0.080, 0.072, -0.418, 0.092, 0.061, 0.071, 0.106, 0.112, 0.045, -0.450, 0.039, 0.072, 0.103, 0.068, 0.062, -0.020, 0.026, -0.671, 0.146, -0.020, -0.059, 0.101, 0.088, 0.111, 0.098, 0.105, 0.093, -0.038, 0.050, -0.702, 0.107, 0.012, -0.056, 0.103, 0.114, 0.054, 0.051, 0.109, 0.100, -0.011, -0.034, -0.611, 0.154, -0.013, -0.096, 0.080, 0.103, 0.093, 0.119, 0.103, 0.075]}

***

{"formula": "C16H37INO4", "method": "the ωB97M-V functional and the def2-TZVPD basis", "e_lumo_ev": 2.4, "total_energy_ev": -34970.6118, "charge": -1, "symbols": ["N", "C", "C", "C", "C", "O", "I", "H", "H", "H", "H", "H", "H", "H", "C", "C", "O", "C", "C", "H", "H", "H", "H", "H", "H", "H", "H", "H", "H", "C", "C", "O", "C", "C", "H", "H", "H", "H", "H", "H", "H", "H", "H", "H", "C", "C", "O", "C", "C", "H", "H", "H", "H", "H", "H", "H", "H", "H", "H"], "positions_angstrom": [[-4.935, 2.409, 0.059], [-4.334, 3.585, 0.752], [-4.612, 3.593, 2.249], [-4.116, 2.329, 2.896], [-2.593, 2.133, 2.869], [-1.930, 1.336, 2.296], [-1.474, 3.781, 3.934], [-5.717, 2.702, -0.509], [-4.263, 1.994, -0.573], [-3.254, 3.598, 0.473], [-4.748, 4.511, 0.327], [-4.121, 4.469, 2.695], [-4.475, 1.455, 2.337], [-4.417, 2.231, 3.948], [-0.252, 1.534, -0.821], [-1.466, 0.754, -1.280], [-1.323, 0.164, -2.569], [-0.254, -0.762, -2.674], [-0.356, -1.913, -1.690], [-0.019, 2.326, -1.537], [-0.452, 1.985, 0.151], [0.633, 0.902, -0.721], [-2.322, 1.423, -1.364], [-1.734, -0.005, -0.539], [0.712, -0.257, -2.558], [-0.296, -1.133, -3.700], [-0.299, -1.567, -0.659], [0.466, -2.616, -1.839], [-1.297, -2.452, -1.810], [5.136, 0.846, -0.950], [4.495, 0.131, -2.128], [3.219, 0.627, -2.481], [3.161, 1.990, -2.861], [3.996, 2.327, -4.084], [4.482, 0.808, -0.079], [6.082, 0.365, -0.698], [5.347, 1.894, -1.170], [4.321, -0.914, -1.871], [5.170, 0.140, -2.993], [3.433, 2.635, -2.018], [2.108, 2.178, -3.070], [5.062, 2.172, -3.913], [3.853, 3.376, -4.349], [3.695, 1.712, -4.933], [0.300, -5.768, 2.392], [0.856, -4.513, 1.738], [-0.129, -3.605, 1.298], [-0.987, -3.068, 2.293], [-0.270, -2.282, 3.375], [-0.381, -6.283, 1.713], [1.117, -6.445, 2.647], [-0.242, -5.543, 3.311], [1.407, -4.783, 0.836], [1.568, -4.020, 2.411], [-1.607, -3.858, 2.734], [-1.657, -2.405, 1.747], [0.401, -2.908, 3.966], [-1.002, -1.845, 4.055], [0.310, -1.470, 2.936]], "lowdin_charge": [-0.024, -0.389, -0.288, -0.352, -0.753, -0.037, 0.492, 0.039, 0.019, 0.081, 0.077, -0.014, 0.088, 0.085, -0.067, -0.267, -0.160, -0.280, -0.079, 0.075, 0.066, 0.066, 0.102, 0.105, 0.089, 0.114, 0.056, 0.075, 0.083, -0.079, -0.283, -0.173, -0.278, -0.080, 0.084, 0.074, 0.065, 0.118, 0.105, 0.111, 0.113, 0.064, 0.076, 0.081, -0.084, -0.289, -0.173, -0.270, -0.073, 0.079, 0.072, 0.065, 0.116, 0.107, 0.107, 0.119, 0.063, 0.080, 0.084]}

***

{"formula": "C16H37NO7PS", "method": "the ωB97M-V functional and the def2-TZVPD basis", "e_lumo_ev": -3.1, "e_above_lowest_kj_mol": 0.00, "total_energy_ev": -53125.7690, "charge": 1, "symbols": ["C", "C", "N", "S", "C", "C", "C", "O", "C", "P", "C", "C", "C", "C", "H", "H", "H", "H", "H", "H", "H", "H", "H", "H", "H", "H", "H", "H", "H", "H", "H", "H", "H", "H", "H", "H", "H", "H", "H", "C", "O", "C", "O", "O", "C", "H", "H", "H", "H", "H", "H", "C", "O", "C", "O", "O", "C", "H", "H", "H", "H", "H", "H"], "positions_angstrom": [[2.856, -1.584, 0.855], [2.443, -0.240, -0.052], [1.188, 0.303, 0.587], [0.599, 1.762, -0.205], [0.868, 1.730, -2.058], [1.440, 3.236, -2.506], [3.050, 3.428, -2.163], [3.306, 3.641, -0.729], [3.007, 5.027, -0.314], [-1.533, 1.721, 0.285], [-2.585, 2.516, -1.085], [-1.871, 3.736, -1.912], [-1.841, 2.486, 2.007], [-1.216, 1.405, 3.117], [3.781, -2.158, 0.426], [1.912, -2.303, 0.781], [2.952, -1.250, 1.973], [3.324, 0.526, -0.145], [2.119, -0.693, -1.107], [0.386, -0.363, 0.561], [1.673, 0.972, -2.439], [-0.158, 1.463, -2.552], [0.890, 4.112, -1.924], [1.319, 3.371, -3.675], [3.372, 4.440, -2.707], [3.691, 2.584, -2.660], [2.247, 5.590, -1.002], [2.586, 4.982, 0.802], [3.984, 5.695, -0.244], [-3.038, 1.658, -1.778], [-3.538, 2.997, -0.551], [-1.324, 3.293, -2.874], [-2.727, 4.443, -2.350], [-1.172, 4.431, -1.270], [-2.983, 2.683, 2.255], [-1.282, 3.503, 2.201], [-0.055, 1.609, 3.284], [-1.814, 1.428, 4.125], [-1.415, 0.334, 2.644], [-4.359, -1.333, 1.779], [-4.015, -1.123, 3.147], [-4.644, -1.955, 4.015], [-5.445, -2.828, 3.719], [-4.228, -1.648, 5.270], [-4.812, -2.450, 6.294], [-3.798, -0.614, 1.176], [-4.078, -2.342, 1.461], [-5.427, -1.158, 1.619], [-4.549, -3.504, 6.157], [-5.898, -2.319, 6.314], [-4.408, -2.117, 7.255], [3.798, -2.923, -2.852], [3.500, -4.112, -3.581], [2.598, -4.926, -2.977], [2.051, -4.719, -1.905], [2.409, -6.009, -3.772], [1.478, -6.959, -3.258], [4.529, -2.348, -3.428], [2.899, -2.310, -2.728], [4.240, -3.166, -1.880], [0.486, -6.507, -3.151], [1.826, -7.363, -2.303], [1.405, -7.782, -3.974]], "lowdin_charge": [-0.085, -0.295, -0.327, 0.828, -0.349, -0.203, -0.213, -0.280, -0.115, 0.782, -0.441, -0.187, -0.427, -0.183, 0.085, 0.096, 0.090, 0.139, 0.103, 0.070, 0.103, 0.089, 0.088, 0.141, 0.142, 0.138, 0.095, 0.114, 0.114, 0.104, 0.108, 0.076, 0.100, 0.083, 0.113, 0.088, 0.091, 0.092, 0.055, -0.052, -0.032, -0.559, 0.118, -0.014, -0.047, 0.064, 0.103, 0.102, 0.101, 0.102, 0.096, -0.055, -0.002, -0.557, 0.098, -0.004, -0.047, 0.099, 0.077, 0.090, 0.099, 0.101, 0.098]}

***

For reference, gap between HOMO and LUMO by record: 10.5, 4.3, 8.9 eV.
For reference, E_HOMO by record: -10.491, -1.938, -12.027 eV.